Below is a structure of composition C33H38CaN5PTe, with properties calculated with the ωB97M-V functional and the def2-TZVPD basis.

Each line ends with the Mulliken charge.
Atoms and positions in Å:
1 Ca 0.343 -1.219 1.545  2.214
2 C -0.865 2.691 3.526  -1.985
3 C -0.803 1.388 2.787  0.698
4 N 0.384 0.589 3.006  -0.302
5 C 1.674 1.251 2.825  -0.151
6 C 2.919 0.306 2.787  -1.222
7 N 2.632 -1.056 2.289  -0.129
8 C 3.584 -1.838 1.503  -1.219
9 C 2.866 -2.559 0.352  -0.062
10 N 1.822 -3.514 0.745  -0.359
11 C 0.852 -3.803 -0.327  -0.490
12 C -0.590 -4.081 0.120  -1.038
13 N -1.175 -2.848 0.623  -0.092
14 C -2.421 -2.546 0.647  0.260
15 C -3.504 -3.470 0.163  -1.977
16 C -2.800 -1.180 1.162  0.925
17 C -4.086 -0.714 1.149  -0.966
18 C -4.270 0.620 1.636  -1.006
19 C -3.247 1.353 2.136  -1.115
20 C -1.903 0.799 2.199  0.138
21 N -1.775 -0.452 1.624  0.105
22 H -0.032 3.354 3.264  0.345
23 H -0.811 2.529 4.611  0.314
24 H -1.780 3.242 3.316  0.424
25 H 1.883 1.995 3.606  0.410
26 H 1.618 1.799 1.873  0.082
27 H 3.359 0.249 3.785  0.392
28 H 3.658 0.768 2.128  0.397
29 H 2.316 -1.578 3.111  0.306
30 H 4.134 -2.554 2.123  0.453
31 H 4.325 -1.174 1.050  0.388
32 H 3.609 -3.093 -0.249  0.467
33 H 2.441 -1.783 -0.310  -0.020
34 H 1.394 -3.322 1.641  0.447
35 H 1.212 -4.666 -0.895  0.416
36 H 0.813 -2.959 -1.034  0.005
37 H -0.606 -4.847 0.903  0.375
38 H -1.126 -4.486 -0.744  0.624
39 H -3.165 -4.503 0.145  0.501
40 H -3.811 -3.186 -0.846  0.304
41 H -4.380 -3.403 0.803  0.445
42 H -4.924 -1.292 0.792  0.391
43 H -5.264 1.052 1.619  0.416
44 H -3.447 2.348 2.507  0.295
45 Te 0.259 -0.814 4.624  -0.106
46 C -3.129 3.652 -0.794  -0.661
47 C -1.997 3.808 -0.004  -0.711
48 C -0.958 2.898 -0.092  -0.235
49 C -1.030 1.828 -0.984  0.409
50 C -2.165 1.678 -1.772  -0.581
51 C -3.211 2.588 -1.676  -0.666
52 P 0.351 0.628 -0.970  2.426
53 C 1.794 1.685 -1.338  -0.584
54 C 1.714 2.849 -2.101  -0.300
55 C 2.850 3.603 -2.348  -0.654
56 C 4.079 3.201 -1.839  -0.609
57 C 4.170 2.045 -1.079  -0.695
58 C 3.028 1.297 -0.827  -0.324
59 C 0.125 -0.329 -2.512  0.494
60 C 0.934 -0.200 -3.635  -0.861
61 C 0.733 -1.014 -4.742  -0.660
62 C -0.283 -1.958 -4.743  -0.847
63 C -1.099 -2.093 -3.626  -0.648
64 C -0.887 -1.292 -2.516  -0.771
65 H -3.945 4.358 -0.717  0.372
66 H -1.928 4.633 0.692  0.422
67 H -0.089 3.018 0.543  0.330
68 H -2.241 0.858 -2.471  0.398
69 H -4.091 2.458 -2.292  0.417
70 H 0.756 3.167 -2.494  0.479
71 H 2.778 4.507 -2.938  0.432
72 H 4.963 3.795 -2.030  0.388
73 H 5.124 1.733 -0.674  0.435
74 H 3.090 0.402 -0.219  0.332
75 H 1.730 0.534 -3.649  0.373
76 H 1.372 -0.907 -5.608  0.420
77 H -0.439 -2.587 -5.609  0.383
78 H -1.895 -2.827 -3.619  0.461
79 H -1.513 -1.409 -1.638  0.538

Output
HOMO level in hartree: -0.1965
HOMO-LUMO gap in eV: 5.7787
Multiplicity: 1
Energy in eV: -77310.1293
LUMO energy in eV: 0.433
Energy relative to the best compared isomer or geometry (same formula, charge and spin) in kJ/mol: 1.9

Below is a structure of composition C33H38FeN5O6, with properties calculated with the ωB97M-V functional and the def2-TZVPD basis.

Each line ends with the Löwdin spin population.
Atoms and positions in Å:
1 Fe 0.084 0.145 0.587  4.254
2 C -1.087 -4.975 -2.381  0.000
3 C -1.837 -3.657 -2.687  0.000
4 C -1.069 -2.621 -3.538  0.000
5 C -2.569 -3.108 -1.450  0.004
6 C -3.847 -3.655 -1.325  0.000
7 C -4.756 -3.242 -0.377  0.002
8 C -4.401 -2.204 0.456  0.000
9 C -3.133 -1.641 0.413  0.002
10 C -2.916 -0.488 1.379  0.015
11 C -3.065 -0.919 2.837  0.002
12 C -3.840 0.685 1.046  0.002
13 C -2.162 -2.131 -0.496  0.008
14 N -0.846 -1.565 -0.449  0.088
15 C 0.183 -2.193 -0.910  0.008
16 C 1.424 -1.561 -1.048  0.020
17 C 2.580 -1.993 -1.673  0.015
18 C 3.481 -0.924 -1.601  0.020
19 C 2.846 0.121 -0.929  0.019
20 N 1.594 -0.275 -0.586  0.120
21 C 3.459 1.465 -0.588  0.001
22 C 2.433 2.441 -0.020  0.003
23 C 4.577 1.240 0.440  0.000
24 C 4.051 2.069 -1.867  0.000
25 H -0.428 -5.245 -3.209  0.000
26 H -1.812 -5.781 -2.254  0.000
27 H -0.498 -4.959 -1.467  0.000
28 H -2.647 -3.975 -3.342  0.000
29 H -0.571 -1.830 -2.991  0.000
30 H -1.771 -2.117 -4.203  0.000
31 H -0.323 -3.122 -4.159  0.000
32 H -4.140 -4.425 -2.030  0.000
33 H -5.740 -3.690 -0.324  0.000
34 H -5.127 -1.813 1.158  0.000
35 H -1.905 -0.119 1.259  0.004
36 H -4.059 -1.328 3.020  0.001
37 H -2.917 -0.062 3.500  0.000
38 H -2.322 -1.674 3.090  0.000
39 H -4.886 0.414 1.201  0.001
40 H -3.717 0.989 0.004  0.000
41 H -3.606 1.539 1.683  0.000
42 H 0.133 -3.227 -1.206  0.002
43 H 2.724 -2.954 -2.142  0.001
44 H 4.476 -0.888 -2.016  0.002
45 H 2.061 2.117 0.946  0.001
46 H 1.590 2.559 -0.707  0.000
47 H 2.894 3.421 0.119  0.001
48 H 4.169 0.822 1.362  0.000
49 H 5.067 2.188 0.678  0.000
50 H 5.329 0.551 0.053  0.000
51 H 3.270 2.238 -2.611  0.000
52 H 4.803 1.412 -2.306  0.000
53 H 4.527 3.026 -1.640  0.000
54 C -1.749 2.953 -4.103  0.001
55 N -1.559 2.740 -2.672  0.005
56 C -1.872 3.700 -1.761  0.004
57 C -1.692 3.535 -0.434  0.002
58 C -1.128 2.285 -0.039  0.016
59 O -0.832 1.936 1.149  0.089
60 N -0.849 1.350 -0.932  0.079
61 C -1.041 1.490 -2.279  0.009
62 O -0.806 0.639 -3.109  0.002
63 H -2.388 3.820 -4.249  0.000
64 H -2.210 2.071 -4.538  0.000
65 H -0.792 3.112 -4.597  0.000
66 H -2.282 4.614 -2.170  0.000
67 H -1.937 4.294 0.291  0.001
68 O 0.046 -1.241 2.205  0.083
69 C 0.599 -0.360 2.917  0.014
70 O 1.239 0.562 2.352  0.088
71 C 0.417 -0.372 4.395  0.003
72 C 0.195 -1.569 5.066  0.002
73 C -0.050 -1.564 6.431  0.000
74 C -0.103 -0.362 7.121  0.001
75 C 0.114 0.812 6.426  0.000
76 C 0.385 0.836 5.075  0.001
77 N 0.029 2.098 7.157  0.000
78 O 0.135 3.116 6.510  0.000
79 O -0.147 2.050 8.355  0.000
80 H 0.215 -2.495 4.506  0.000
81 H -0.217 -2.493 6.958  0.000
82 H -0.319 -0.318 8.179  0.000
83 H 0.561 1.766 4.552  0.000

Output
HOMO level (spin up / spin down) in hartree: -0.2779 / -0.2764
HOMO-LUMO gap (spin up / spin down) in eV: 7.1402 / 6.3614
Multiplicity: 6
Energy in eV: -88960.5182
LUMO energy (spin up / spin down) in eV: -0.423 / -1.160
Energy relative to the best compared isomer or geometry (same formula, charge and spin) in kJ/mol: 74.8
<S²>: 8.758

Below is a structure of composition C33H38N7O3RuS2, with properties calculated with the ωB97M-V functional and the def2-TZVPD basis.

Each line ends with the Mulliken charge.
Atoms and positions in Å:
1 Ru 0.214 0.062 -0.468  -0.381
2 C 0.163 1.876 3.506  -1.965
3 C 0.223 1.441 2.082  0.764
4 N 0.231 0.198 1.665  0.608
5 N 0.531 -0.714 2.663  -0.750
6 C 0.416 -2.036 2.671  0.859
7 N 0.736 -2.669 3.793  -0.405
8 S -0.047 -3.154 1.421  -0.224
9 C 0.451 2.457 1.034  0.731
10 C 0.518 3.815 1.308  -0.608
11 C 0.948 4.689 0.318  -0.759
12 C 1.316 4.168 -0.906  -0.973
13 C 1.212 2.803 -1.125  -0.252
14 N 0.784 1.952 -0.185  0.245
15 H -0.241 1.110 4.166  0.574
16 H -0.505 2.733 3.581  0.573
17 H 1.142 2.200 3.868  0.402
18 H 1.026 -0.313 3.452  0.312
19 H 0.890 -2.182 4.665  0.219
20 H 0.807 -3.677 3.831  0.242
21 H 0.257 4.201 2.282  0.367
22 H 1.009 5.750 0.516  0.499
23 H 1.677 4.801 -1.704  0.506
24 H 1.480 2.369 -2.075  0.556
25 C -5.808 3.785 -0.675  -1.933
26 C -5.133 3.156 -1.895  1.620
27 C -4.772 4.265 -2.893  -1.672
28 C -6.099 2.160 -2.558  -1.541
29 C -3.890 2.377 -1.505  0.219
30 C -3.629 1.966 -0.199  -0.933
31 C -2.483 1.252 0.086  -0.867
32 N -1.592 0.903 -0.845  0.721
33 C -1.844 1.245 -2.128  -0.048
34 C -2.956 1.986 -2.469  -0.280
35 C -0.838 0.775 -3.095  0.514
36 C -1.009 0.797 -4.466  -0.731
37 C -0.006 0.336 -5.321  0.319
38 C 1.164 -0.123 -4.709  -0.797
39 C 1.264 -0.145 -3.335  -1.455
40 N 0.281 0.283 -2.534  0.728
41 C -0.207 0.287 -6.827  1.822
42 C -1.110 1.431 -7.301  -1.771
43 C 1.131 0.374 -7.567  -1.828
44 C -0.879 -1.061 -7.139  -1.563
45 H -6.647 4.394 -1.006  0.431
46 H -5.128 4.436 -0.123  0.445
47 H -6.211 3.035 0.007  0.386
48 H -5.654 4.873 -3.087  0.481
49 H -4.444 3.872 -3.856  0.401
50 H -3.995 4.924 -2.503  0.368
51 H -6.988 2.692 -2.898  0.432
52 H -6.416 1.385 -1.859  0.373
53 H -5.648 1.678 -3.427  0.372
54 H -4.307 2.198 0.608  0.466
55 H -2.280 0.916 1.094  0.602
56 H -3.107 2.260 -3.502  0.465
57 H -1.934 1.170 -4.877  0.404
58 H 2.006 -0.463 -5.294  0.391
59 H 2.165 -0.488 -2.841  1.003
60 H -0.728 2.406 -6.993  0.413
61 H -2.137 1.326 -6.948  0.380
62 H -1.155 1.424 -8.389  0.474
63 H 1.690 1.270 -7.294  0.415
64 H 0.945 0.414 -8.639  0.454
65 H 1.760 -0.500 -7.392  0.386
66 H -1.860 -1.138 -6.667  0.366
67 H -0.266 -1.898 -6.803  0.371
68 H -1.016 -1.158 -8.216  0.442
69 O 2.041 -1.353 -0.226  -0.591
70 C 1.223 -2.129 -0.695  0.701
71 N -0.103 -2.263 -0.029  -0.035
72 S -1.212 -2.992 -1.234  1.101
73 O -2.020 -3.915 -0.526  -0.640
74 O -1.734 -1.894 -1.969  -0.424
75 C 0.126 -3.702 -2.127  0.247
76 C 0.048 -4.704 -3.064  -0.924
77 C 1.236 -5.050 -3.715  -0.566
78 C 2.434 -4.402 -3.436  -0.823
79 C 2.494 -3.391 -2.484  -0.336
80 C 1.322 -3.045 -1.823  0.756
81 H -0.881 -5.209 -3.289  0.573
82 H 1.221 -5.850 -4.443  0.494
83 H 3.335 -4.708 -3.950  0.505
84 H 3.433 -2.915 -2.232  0.577

Output
HOMO level in hartree: -0.6126
HOMO-LUMO gap in eV: 7.3764
Multiplicity: 1
Charge: +3
Energy in eV: -75639.7955
LUMO energy in eV: -9.294
Energy relative to the best compared isomer or geometry (same formula, charge and spin) in kJ/mol: 64.9

Below is a structure of composition C33H38N8O6PdS, with properties calculated with the ωB97M-V functional and the def2-TZVPD basis.

Each line ends with the Mulliken charge.
Atoms and positions in Å:
1 Pd 0.085 1.178 0.049  -0.288
2 O 1.787 3.278 -1.864  -0.678
3 S 1.029 4.080 -0.930  1.135
4 O 0.823 5.459 -1.349  -0.754
5 N -0.326 3.344 -0.554  -0.444
6 C -1.274 3.985 0.215  0.788
7 C -1.132 5.220 0.839  -0.504
8 C -2.127 5.760 1.670  -0.886
9 C -3.300 5.105 1.902  -0.904
10 C -3.523 3.865 1.258  1.574
11 C -4.728 3.148 1.440  -0.708
12 C -4.923 1.975 0.777  -0.795
13 C -3.910 1.521 -0.094  -0.217
14 N -2.777 2.150 -0.278  -0.201
15 C -2.545 3.307 0.397  -0.378
16 C 2.082 4.229 0.523  0.329
17 C 2.080 3.294 1.547  -0.011
18 C 2.962 3.443 2.610  -0.732
19 C 3.839 4.516 2.650  -0.355
20 C 3.838 5.450 1.622  -0.520
21 C 2.960 5.306 0.559  -0.565
22 H -0.230 5.790 0.687  0.423
23 H -1.939 6.719 2.140  0.347
24 H -4.066 5.512 2.554  0.301
25 H -5.480 3.553 2.109  0.347
26 H -5.829 1.393 0.892  0.432
27 H -4.054 0.600 -0.651  0.487
28 H 1.415 2.430 1.489  0.087
29 H 2.970 2.702 3.399  0.414
30 H 4.531 4.622 3.479  0.347
31 H 4.524 6.289 1.646  0.360
32 H 2.933 6.030 -0.246  0.425
33 C -4.370 -4.993 -1.846  -1.211
34 N -3.629 -3.758 -2.000  0.213
35 C -2.332 -3.788 -2.415  -0.208
36 C -1.610 -2.666 -2.544  -0.514
37 C -2.260 -1.437 -2.160  0.194
38 N -3.535 -1.396 -1.811  -0.546
39 C -4.278 -2.528 -1.744  0.368
40 O -5.471 -2.550 -1.460  -0.762
41 N -1.528 -0.319 -2.174  -0.277
42 H -4.718 -5.374 -2.811  0.332
43 H -5.235 -4.789 -1.224  0.353
44 H -3.739 -5.745 -1.371  0.384
45 H -1.917 -4.769 -2.613  0.479
46 H -0.568 -2.695 -2.828  0.778
47 H -0.523 -0.443 -2.161  -0.003
48 H -1.833 0.504 -1.658  0.308
49 C 4.513 -1.294 -2.064  -1.922
50 C 3.761 -0.027 -1.630  3.139
51 C 4.584 1.231 -1.932  -1.730
52 C 2.414 0.039 -2.353  -0.775
53 C 3.588 -0.100 -0.164  -0.592
54 N 3.543 -0.092 0.985  -0.611
55 H 4.670 -1.259 -3.145  0.443
56 H 3.924 -2.185 -1.836  0.258
57 H 5.485 -1.370 -1.570  0.423
58 H 4.781 1.271 -3.006  0.431
59 H 5.538 1.214 -1.400  0.393
60 H 4.023 2.123 -1.651  0.230
61 H 2.613 0.143 -3.425  0.594
62 H 1.830 0.896 -2.017  -0.106
63 H 1.847 -0.871 -2.173  -0.215
64 C -2.422 -2.839 1.371  -0.710
65 C -1.205 -2.781 2.288  -1.722
66 C 0.113 -3.084 1.558  2.765
67 C 1.295 -2.931 2.540  -1.399
68 C 2.639 -3.367 1.966  -1.003
69 C 0.091 -4.522 1.092  -0.326
70 O -0.164 -5.461 1.833  -0.735
71 N 0.395 -4.713 -0.215  0.275
72 C 0.731 -3.711 -1.170  -0.849
73 O 1.030 -4.134 -2.286  -0.787
74 N 0.675 -2.421 -0.825  1.490
75 C 0.310 -2.059 0.418  -0.750
76 O 0.092 -0.889 0.739  -0.462
77 H -3.343 -2.653 1.927  0.588
78 H -2.515 -3.820 0.894  0.169
79 H -2.355 -2.080 0.591  -0.166
80 H -1.306 -3.503 3.101  0.477
81 H -1.115 -1.783 2.716  0.453
82 H 1.059 -3.518 3.432  0.412
83 H 1.332 -1.877 2.820  0.502
84 H 2.644 -4.435 1.730  0.320
85 H 3.438 -3.176 2.684  0.454
86 H 2.878 -2.807 1.064  0.005
87 H 0.445 -5.662 -0.552  0.297

Output
HOMO level in hartree: -0.0249
HOMO-LUMO gap in eV: 5.1594
Multiplicity: 1
Charge: -2
Energy in eV: -73363.4784
LUMO energy in eV: 4.482
Energy relative to the best compared isomer or geometry (same formula, charge and spin) in kJ/mol: 0.0